Entry 1:
{"formula": "C40H41Cl3Ge2N4PSYb", "method": "ωB97M-V with the def2-TZVPD basis set", "symbols": ["Yb", "Cl", "C", "C", "C", "C", "C", "C", "P", "C", "C", "C", "C", "C", "C", "C", "C", "C", "C", "C", "C", "H", "H", "H", "H", "H", "H", "H", "H", "H", "H", "H", "H", "H", "H", "N", "N", "C", "N", "S", "H", "H", "H", "H", "H", "Cl", "C", "C", "C", "C", "C", "Cl", "C", "N", "H", "H", "H", "C", "Ge", "C", "C", "Ge", "C", "C", "C", "C", "C", "C", "C", "C", "C", "C", "C", "C", "H", "H", "H", "H", "H", "H", "H", "H", "H", "H", "H", "H", "H", "H", "H", "H", "H", "H", "H"], "positions_angstrom": [[0.1503, -0.4638, -0.5516], [-0.6411, -3.3552, 0.0986], [0.3677, -4.4904, -0.8247], [0.1391, -5.8307, -0.6038], [0.9317, -6.7622, -1.2563], [1.9926, -6.3591, -2.0548], [2.1760, -4.9914, -2.2471], [1.3597, -4.0291, -1.6855], [1.6758, -2.2601, -2.0385], [3.2326, -1.9631, -2.9838], [4.4185, -1.7923, -2.2661], [5.6226, -1.5711, -2.9198], [5.6512, -1.4887, -4.3284], [4.4583, -1.6091, -5.0460], [3.2563, -1.8403, -4.3713], [0.3331, -1.7535, -3.2006], [0.2605, -0.3827, -3.5775], [-0.8503, 0.1254, -4.2275], [-1.9373, -0.6909, -4.5018], [-1.8523, -2.0395, -4.2175], [-0.7261, -2.5622, -3.5758], [-0.6692, -6.1866, 0.0534], [0.7110, -7.8145, -1.1363], [2.6531, -7.0498, -2.5511], [2.9992, -4.6470, -2.8829], [4.4038, -1.8305, -1.1732], [6.5197, -1.4549, -2.3460], [6.5882, -1.2758, -4.8399], [4.4933, -1.5654, -6.1146], [2.3495, -1.9459, -4.9551], [1.0808, 0.3108, -3.3581], [-0.8248, 1.1524, -4.5269], [-2.8514, -0.2921, -4.9148], [-2.6532, -2.7192, -4.4592], [-0.7459, -3.6056, -3.3238], [1.8055, -0.9645, 1.3772], [2.8940, -0.1696, 1.6931], [3.1501, 0.9228, 0.9760], [4.0644, 1.7641, 1.4716], [2.4387, 1.3057, -0.5179], [1.0058, -0.7878, 2.0301], [2.0545, -1.9465, 1.4045], [3.2692, -0.2062, 2.6237], [4.2624, 1.7909, 2.4596], [4.2050, 2.6139, 0.9528], [-1.4713, -1.7544, 4.0252], [-2.5643, -1.3592, 2.7438], [-3.7713, -2.0068, 2.9905], [-4.7749, -2.0153, 2.0625], [-4.5550, -1.3490, 0.8641], [-3.3186, -0.7545, 0.6598], [-2.9936, -0.1442, -0.9396], [-2.2590, -0.6496, 1.5738], [-1.0775, 0.0319, 1.3306], [-3.8824, -2.5332, 3.9323], [-5.7139, -2.4748, 2.2871], [-5.2715, -1.2970, 0.0702], [0.4934, 3.8579, -1.4009], [-1.0706, 3.2895, -0.4327], [-2.3784, 2.9286, -1.7837], [-1.6413, 4.9470, 0.4793], [-1.0104, 1.8856, 1.5609], [0.5407, 2.3919, 2.6657], [0.8933, 1.5292, 3.7022], [1.9414, 1.8458, 4.5890], [2.6680, 3.0168, 4.4196], [2.3540, 3.8505, 3.3549], [1.2925, 3.5596, 2.5069], [-2.6750, 2.1942, 2.5354], [-2.7012, 1.8601, 3.8975], [-3.9116, 1.7451, 4.5678], [-5.1038, 2.0331, 3.9205], [-5.0925, 2.4342, 2.5926], [-3.8874, 2.4702, 1.8943], [0.2988, 4.8730, -1.7858], [0.7302, 3.1863, -2.2325], [1.3709, 3.9047, -0.7517], [-2.4470, 3.8366, -2.4080], [-3.3591, 2.7076, -1.3835], [-2.0967, 2.1245, -2.4615], [-2.0572, 5.6841, -0.2221], [-0.7262, 5.3914, 0.9055], [-2.3441, 4.8083, 1.2918], [0.3602, 0.5969, 3.8768], [2.1813, 1.2110, 5.4299], [3.4470, 3.2758, 5.1387], [2.9121, 4.7867, 3.2245], [1.0768, 4.2738, 1.6878], [-1.7851, 1.6479, 4.4480], [-3.9154, 1.4233, 5.6015], [-6.0227, 1.9973, 4.4767], [-6.0078, 2.7042, 2.0857], [-3.8963, 2.7444, 0.8461]], "atomic_forces_ev_per_a": [[-0.30, 0.52, 0.22], [0.22, 0.06, -0.35], [-0.31, 0.60, 0.49], [-0.51, -0.42, 0.19], [0.27, -0.39, -0.18], [-0.39, 0.74, 0.18], [0.89, -0.36, -0.78], [0.25, 0.11, -0.33], [0.11, 0.25, -0.29], [-0.37, -0.36, 0.09], [0.08, -0.10, 0.35], [-0.52, 0.00, -0.99], [-0.38, 0.15, 0.73], [0.35, -0.13, 0.94], [0.24, -0.21, -0.34], [0.15, 0.64, -0.03], [0.38, -0.27, 0.46], [0.24, -0.25, 0.14], [-0.16, -0.21, -0.09], [0.37, -0.11, 0.27], [-0.48, 0.06, 0.03], [0.45, 0.43, -0.34], [0.06, -0.01, 0.10], [-0.01, -0.21, 0.02], [-0.30, -0.20, 0.15], [-0.02, -0.02, -0.31], [0.34, 0.06, 0.14], [-0.21, -0.17, 0.08], [-0.17, 0.12, -0.42], [-0.03, -0.03, 0.09], [-0.05, -0.32, -0.04], [-0.22, 0.47, -0.05], [0.04, 0.11, -0.21], [-0.20, 0.03, -0.04], [0.19, -0.36, 0.08], [-1.17, -0.21, 0.63], [0.06, -0.13, -0.06], [-0.03, 0.69, -0.68], [0.08, -0.11, 0.03], [-0.05, -0.30, 0.06], [0.57, -0.11, -0.45], [0.13, 0.01, 0.08], [0.00, -0.13, 0.37], [0.03, -0.02, 0.05], [0.01, 0.04, 0.05], [1.30, 0.75, 0.09], [-0.64, -0.94, 0.58], [0.14, -0.07, 0.02], [-0.27, 0.69, -0.46], [0.76, -0.08, 0.17], [-0.31, -0.07, -0.32], [0.15, 0.18, -0.48], [0.23, 0.21, 0.67], [0.42, -0.39, 0.10], [-0.05, 0.09, -0.14], [-0.38, -0.24, -0.04], [-0.35, -0.12, -0.19], [0.76, 0.26, -0.19], [-0.36, 0.78, 0.79], [-0.43, 0.18, -0.99], [0.49, 0.46, -0.09], [-0.49, -0.35, -0.05], [0.04, -0.39, 0.06], [0.68, 0.02, 0.74], [-0.29, 0.05, -0.42], [-0.01, -0.17, 0.12], [0.12, 0.78, 0.06], [0.01, 0.38, -0.60], [-0.12, 0.04, 0.33], [-0.10, -0.10, -0.22], [0.17, 0.02, 0.01], [0.18, 0.24, -0.03], [0.30, -0.14, -0.10], [0.15, 0.06, 0.27], [0.00, -0.41, 0.01], [0.02, 0.16, 0.03], [-0.07, 0.03, -0.16], [-0.02, -0.22, 0.28], [-0.19, -0.03, 0.02], [0.02, -0.15, 0.04], [0.09, -0.26, 0.07], [-0.33, -0.02, -0.06], [-0.14, -0.11, 0.09], [-0.14, 0.10, -0.15], [-0.12, -0.20, 0.02], [-0.15, -0.01, -0.29], [-0.24, -0.41, -0.01], [0.04, -0.56, 0.57], [-0.10, 0.03, -0.19], [-0.04, 0.08, 0.04], [-0.29, -0.09, 0.04], [-0.09, -0.04, 0.01], [0.00, -0.01, -0.05]], "lowdin_charge": [0.8858, 0.7170, -0.6116, -0.1009, -0.0601, -0.0478, -0.0801, -0.3947, 1.0166, -0.3738, -0.1109, -0.0628, -0.0523, -0.0610, -0.0823, -0.4180, -0.1526, -0.0850, -0.0709, -0.0551, -0.0785, 0.1244, 0.1154, 0.1119, 0.1122, 0.1030, 0.1013, 0.1108, 0.1027, 0.1067, 0.1025, 0.1085, 0.1161, 0.1144, 0.1043, -0.0320, -0.0551, -0.8356, 0.1240, 0.6331, 0.0662, 0.0949, 0.1503, 0.1043, 0.0997, 0.6919, -0.6085, -0.1483, -0.0792, -0.0995, -0.5897, 0.7390, -0.5256, -0.3235, 0.0970, 0.1049, 0.0988, -0.2967, 0.6479, -0.2939, -0.2396, 0.7743, -0.2980, -0.1408, -0.0869, -0.1069, -0.1033, -0.1104, -0.2959, -0.1052, -0.0787, -0.0799, -0.0715, -0.1157, 0.0402, 0.0018, -0.0265, 0.0421, -0.0077, -0.0266, 0.0324, 0.0141, 0.0044, 0.0621, 0.1028, 0.1106, 0.1147, 0.0913, 0.0910, 0.1066, 0.1011, 0.1044, 0.0801], "homo_ev": -9.7, "orbital_gap_ha": 0.275, "largest_force_ev_per_a": 1.50, "total_charge": 1, "lumo_ev": -2.25}

***

Entry 2:
{"formula": "C40H41GeI2NOPtTe", "method": "ωB97M-V with the def2-TZVPD basis set", "symbols": ["Pt", "C", "C", "C", "C", "C", "C", "C", "C", "H", "H", "H", "H", "H", "I", "I", "Ge", "C", "C", "C", "C", "C", "C", "C", "C", "C", "C", "C", "C", "H", "H", "H", "H", "H", "H", "H", "H", "H", "H", "H", "C", "C", "O", "N", "Te", "C", "C", "C", "C", "C", "C", "C", "C", "C", "C", "C", "C", "C", "C", "C", "C", "C", "C", "H", "H", "H", "H", "H", "H", "H", "H", "H", "H", "H", "H", "H", "H", "H", "H", "H", "H", "H", "H", "H", "H", "H", "H", "H"], "positions_angstrom": [[2.2154, 1.4360, -0.1575], [1.9195, 1.4229, -2.0670], [1.6709, 1.4706, -3.2716], [1.4028, 1.4628, -4.6287], [0.8392, 2.6160, -5.2603], [0.5822, 2.5932, -6.6009], [0.8633, 1.4337, -7.3483], [1.4387, 0.2970, -6.7475], [1.7009, 0.2990, -5.4083], [0.6268, 3.4945, -4.6664], [0.1685, 3.4633, -7.0921], [0.6272, 1.4135, -8.4049], [1.6785, -0.5680, -7.3505], [2.1441, -0.5596, -4.9220], [4.8614, 1.3027, -0.1126], [6.0803, 1.7439, -2.4491], [2.1863, 2.3354, 2.3549], [0.8047, 2.3002, 3.7464], [1.3320, 2.3437, 5.0375], [0.4923, 2.5586, 6.1226], [-0.8738, 2.6954, 5.9277], [-1.4040, 2.6245, 4.6478], [-0.5684, 2.4110, 3.5597], [3.2917, 0.6410, 2.6511], [4.5400, 0.9087, 3.1942], [5.4152, -0.1638, 3.3298], [5.0405, -1.4378, 2.9069], [3.7833, -1.6700, 2.3645], [2.8806, -0.6217, 2.2244], [3.1564, 3.4634, 2.7019], [2.3958, 2.2191, 5.2102], [0.9110, 2.6008, 7.1192], [-1.5299, 2.8355, 6.7762], [-2.4696, 2.7393, 4.4939], [-1.0074, 2.3443, 2.5732], [4.8311, 1.8992, 3.5233], [6.3886, 0.0081, 3.7706], [5.7389, -2.2578, 3.0105], [3.4945, -2.6652, 2.0512], [1.8906, -0.7986, 1.8229], [-1.1676, 3.8338, 0.3752], [0.0934, 3.0734, 0.6125], [1.0423, 3.6468, 1.2353], [0.2872, 1.8186, 0.2040], [-1.4691, 0.3610, -0.0700], [-2.7851, -0.6232, -1.4636], [-2.5888, -0.5325, -2.8333], [-1.4493, 0.2139, -3.4647], [-3.4937, -1.2039, -3.6504], [-4.5934, -1.8707, -3.1261], [-5.5992, -2.5345, -4.0176], [-4.7735, -1.8658, -1.7421], [-3.8974, -1.2295, -0.8782], [-4.1551, -1.2311, 0.6093], [-0.5298, -1.2793, 0.8325], [-0.7630, -1.5550, 2.1917], [-1.5921, -0.7097, 3.1208], [-0.1810, -2.7052, 2.7118], [0.6135, -3.5547, 1.9508], [1.2037, -4.7885, 2.5621], [0.8513, -3.2228, 0.6142], [0.2974, -2.0971, 0.0352], [0.5826, -1.7798, -1.4057], [-1.2696, 4.6136, 1.1256], [-2.0386, 3.1813, 0.3731], [-1.0953, 4.3112, -0.6052], [-0.8341, 0.7256, -2.7134], [-1.8283, 0.9670, -4.1575], [-0.8023, -0.4593, -4.0303], [-3.3394, -1.1945, -4.7232], [-5.3300, -2.4540, -5.0675], [-6.5860, -2.0908, -3.8765], [-5.7041, -3.5890, -3.7577], [-5.6476, -2.3493, -1.3206], [-5.1873, -1.5002, 0.8192], [-3.9752, -0.2477, 1.0509], [-3.5119, -1.9591, 1.1085], [-2.0049, 0.1699, 2.6318], [-0.9809, -0.3742, 3.9581], [-2.4228, -1.2847, 3.5318], [-0.3676, -2.9471, 3.7524], [1.5927, -4.5834, 3.5597], [1.9938, -5.2136, 1.9465], [0.4287, -5.5489, 2.6819], [1.4713, -3.8729, 0.0076], [1.2995, -2.4815, -1.8277], [1.0018, -0.7775, -1.5072], [-0.3352, -1.8403, -1.9974]], "atomic_forces_ev_per_a": [[1.55, -1.33, -0.68], [0.07, 0.57, 0.52], [0.12, -0.04, 0.05], [0.07, 0.00, -0.07], [0.01, -0.03, 0.03], [-0.03, 0.01, -0.07], [0.01, 0.00, 0.09], [-0.01, -0.01, -0.06], [0.06, 0.08, 0.02], [0.03, -0.01, 0.02], [-0.03, -0.02, -0.01], [0.06, 0.02, -0.01], [-0.05, 0.00, -0.01], [0.00, 0.01, 0.02], [0.02, -0.14, -0.30], [-0.24, 0.00, 0.07], [-1.13, 1.76, 2.67], [0.26, -0.16, -0.42], [-0.19, 0.02, -0.02], [0.11, -0.22, 0.03], [-0.04, -0.03, 0.03], [-0.03, -0.11, -0.10], [0.09, 0.25, 0.25], [-1.04, 0.52, -2.00], [0.45, -0.13, -0.28], [-0.15, 0.14, 0.29], [-0.01, -0.04, -0.04], [-0.17, -0.09, 0.21], [0.35, -0.24, 0.12], [0.17, -0.10, -0.25], [0.02, 0.09, 0.01], [-0.03, 0.02, 0.01], [0.02, 0.10, 0.00], [0.00, -0.05, 0.04], [-0.04, 0.06, -0.01], [0.03, 0.03, -0.15], [-0.02, -0.08, 0.07], [0.03, 0.01, -0.04], [0.05, 0.00, 0.01], [0.03, 0.04, -0.07], [0.16, 0.14, -0.02], [-0.57, 0.04, -0.21], [0.37, -0.84, -0.06], [-0.93, -1.53, -0.87], [-0.26, 1.03, 2.53], [0.63, 0.31, -1.51], [0.24, -0.24, -0.08], [-0.14, -0.03, 0.05], [-0.07, 0.03, 0.01], [-0.03, 0.06, 0.02], [-0.06, -0.13, 0.12], [-0.03, 0.09, -0.21], [0.14, 0.07, 0.71], [0.13, -0.09, -0.11], [0.40, 0.06, -0.43], [-0.11, 0.19, 0.00], [0.01, -0.04, -0.12], [0.01, -0.08, -0.02], [0.04, 0.09, 0.02], [-0.08, -0.04, 0.03], [-0.02, -0.07, 0.03], [-0.10, -0.03, -0.01], [-0.18, -0.08, 0.06], [-0.04, -0.03, 0.02], [-0.02, 0.03, 0.02], [-0.01, -0.01, -0.01], [-0.02, -0.02, -0.05], [0.02, 0.04, 0.03], [0.03, 0.00, 0.04], [-0.04, 0.07, 0.00], [0.01, -0.01, 0.00], [0.03, 0.07, -0.03], [0.06, -0.01, -0.05], [0.02, 0.00, 0.05], [-0.01, 0.01, -0.03], [-0.08, -0.02, 0.07], [-0.01, 0.01, 0.06], [-0.03, 0.02, 0.10], [-0.02, 0.04, 0.01], [0.01, -0.05, -0.03], [0.01, 0.02, 0.00], [0.03, 0.01, -0.02], [0.00, 0.01, 0.00], [0.01, -0.01, -0.03], [0.03, 0.01, 0.02], [0.00, -0.01, 0.01], [-0.01, 0.00, -0.07], [0.05, -0.03, -0.02]], "lowdin_charge": [0.6453, -0.1771, -0.0526, -0.2047, 0.0271, -0.0076, 0.0507, -0.0092, 0.0182, 0.1370, 0.1333, 0.1377, 0.1324, 0.1356, 0.5145, 0.2897, 0.9749, -0.2981, -0.1031, -0.0465, -0.0457, -0.0603, -0.1328, -0.3928, -0.1730, -0.0415, -0.0218, -0.0408, -0.1266, 0.0365, 0.1027, 0.1207, 0.1211, 0.1177, 0.0637, 0.1130, 0.1310, 0.1294, 0.1119, 0.0725, 0.0101, -0.6806, -0.1116, -0.3176, 1.9119, -0.3208, -0.3038, -0.0613, 0.0177, -0.2188, -0.0171, 0.0278, -0.2793, -0.0501, -0.3580, -0.2896, -0.0514, 0.0122, -0.2344, -0.0193, 0.0034, -0.2983, -0.0485, 0.1132, 0.0529, 0.1133, 0.0212, 0.1048, 0.0929, 0.1346, 0.0864, 0.1015, 0.0998, 0.1433, 0.1011, 0.0555, 0.0898, 0.0184, 0.0952, 0.1073, 0.1448, 0.0953, 0.0877, 0.1055, 0.1336, 0.1008, 0.0181, 0.0778], "homo_ev": [-15.8, -15.8], "s_squared": 0.78, "spin_multiplicity": 2, "e_above_lowest_kcal_mol": 51.4, "orbital_gap_ha": [0.201, 0.167], "largest_force_ev_per_a": 3.39, "total_charge": 3, "lumo_ev": [-10.36, -11.30]}